51
Properties=species:S:1:pos:R:3:nbo_charge:R:1 method="wB97M-V/def2-TZVPD" homo_ev="-7.289 / -7.326" homo_lumo_gap_ev="7.41 / 7.09" s_squared=3.76 largest_force_ev_per_a=0.619 e_tot_ha=-3292.28177 multiplicity=4
Co -0.16 1.36 -0.31 1.25
O -2.65 1.34 -3.42 -0.64
C -1.88 1.83 -2.61 0.77
O -1.06 1.07 -1.93 -0.89
C -1.91 3.32 -2.33 -0.25
C -2.88 3.99 -3.09 -0.10
C -3.08 5.35 -3.00 -0.27
C -2.29 6.09 -2.12 -0.19
C -1.33 5.45 -1.37 -0.25
C -1.11 4.06 -1.45 -0.11
S 0.23 3.54 -0.39 -0.42
H -3.48 3.39 -3.76 0.23
H -3.84 5.84 -3.60 0.21
H -2.42 7.16 -2.03 0.21
H -0.71 6.02 -0.69 0.22
N -1.74 0.51 0.90 -0.89
C -1.30 -0.28 2.03 0.15
C -2.05 -0.35 3.19 -0.22
C -1.58 -1.08 4.27 -0.18
C -0.36 -1.75 4.19 -0.22
C 0.39 -1.67 3.03 -0.18
C -0.06 -0.93 1.94 -0.37
P 0.89 -0.71 0.41 0.81
C 0.28 -2.00 -0.70 -0.40
C -0.24 -3.20 -0.21 -0.15
C -0.70 -4.17 -1.10 -0.22
C -0.63 -3.94 -2.47 -0.19
C -0.11 -2.75 -2.95 -0.20
C 0.34 -1.78 -2.07 -0.16
C 2.60 -1.08 0.82 -0.38
C 3.21 -2.27 0.46 -0.14
C 4.54 -2.51 0.80 -0.21
C 5.25 -1.55 1.51 -0.20
C 4.65 -0.36 1.87 -0.20
C 3.33 -0.11 1.52 -0.18
H -2.42 1.21 1.18 0.41
H -2.16 -0.05 0.16 0.42
H -3.00 0.16 3.25 0.22
H -2.16 -1.13 5.18 0.22
H 0.01 -2.31 5.04 0.22
H 1.35 -2.17 2.97 0.23
H -0.31 -3.38 0.85 0.21
H -1.12 -5.09 -0.72 0.22
H -0.99 -4.70 -3.16 0.22
H -0.07 -2.57 -4.02 0.23
H 0.70 -0.84 -2.46 0.24
H 2.65 -3.02 -0.09 0.22
H 5.01 -3.44 0.51 0.22
H 6.28 -1.74 1.77 0.22
H 5.21 0.39 2.41 0.22
H 2.87 0.83 1.79 0.22


109
Properties=species:S:1:pos:R:3:lowdin_charge:R:1 method="wB97M-V/def2-TZVPD" homo_ev="-8.846 / -8.779" homo_lumo_gap_ev="9.14 / 5.21" s_squared=0.76 largest_force_ev_per_a=2.436 e_tot_ha=-2863.43965 multiplicity=2
Ag 2.74 -1.74 1.03 0.94
C 0.67 -0.40 -0.85 -0.45
O 0.49 0.00 0.50 -0.15
O 1.58 -1.40 -0.85 -0.24
C -0.69 -0.76 -1.50 -0.51
F -1.50 -1.40 -0.62 0.13
F -1.33 0.38 -1.88 0.10
F -0.57 -1.52 -2.59 0.12
C -0.17 1.24 0.82 -0.21
C -0.07 1.25 2.33 -0.06
H 0.98 1.21 2.63 0.07
H -0.46 2.21 2.68 0.06
H -0.57 0.45 2.87 0.07
H -1.23 1.24 0.55 0.10
H 0.38 2.09 0.39 0.12
H 1.06 0.50 -1.36 0.14
C 3.48 -1.55 4.47 -0.36
O 2.11 -1.25 4.67 -0.09
O 3.75 -1.91 3.19 0.02
C 4.30 -0.36 5.03 -0.56
F 5.52 -0.31 4.48 0.16
F 3.71 0.81 4.70 0.13
F 4.38 -0.40 6.35 0.16
C 1.67 -1.37 6.02 -0.25
C 0.19 -1.12 6.04 -0.05
H -0.36 -1.90 5.51 0.08
H -0.19 -1.10 7.07 0.09
H -0.06 -0.14 5.64 0.07
H 2.16 -0.67 6.71 0.12
H 1.88 -2.36 6.44 0.13
H 3.74 -2.42 5.09 0.19
C -3.84 -0.33 2.71 -0.15
O -4.17 0.81 3.48 -0.13
H -3.31 -0.03 1.79 0.06
H -3.13 -0.89 3.32 0.06
H -4.70 -0.97 2.51 0.08
H -4.95 1.22 3.09 0.07
C -0.77 -3.38 -5.02 -0.11
O -2.01 -3.29 -5.75 -0.13
H -0.23 -4.31 -5.16 0.09
H -0.16 -2.50 -5.24 0.07
H -1.02 -3.32 -3.96 0.04
H -2.10 -4.11 -6.24 0.09
C 0.58 3.20 5.34 -0.16
O 0.99 4.36 6.05 -0.11
H 1.14 2.32 5.62 0.07
H -0.49 3.04 5.52 0.08
H 0.64 3.37 4.26 0.06
H 1.23 4.12 6.94 0.07
C 2.47 -0.98 -4.29 -0.15
O 2.11 -2.17 -3.61 -0.15
H 3.44 -0.63 -3.93 0.07
H 2.57 -1.22 -5.35 0.08
H 1.69 -0.22 -4.19 0.06
H 1.97 -1.93 -2.67 0.02
C 3.68 2.35 -1.61 -0.17
O 2.93 2.99 -0.62 -0.11
H 3.72 1.27 -1.52 0.08
H 3.36 2.61 -2.63 0.07
H 4.71 2.73 -1.71 0.08
H 3.02 3.95 -0.68 0.10
C -3.94 -2.55 -3.12 -0.17
O -5.06 -3.21 -2.57 -0.11
H -3.94 -2.37 -4.21 0.07
H -3.99 -1.52 -2.76 0.08
H -3.00 -3.03 -2.83 0.07
H -4.99 -4.14 -2.81 0.07
C 0.24 2.98 -3.46 -0.16
O 1.27 3.77 -4.01 -0.11
H 0.66 2.07 -3.00 0.06
H -0.39 3.53 -2.76 0.08
H -0.42 2.62 -4.26 0.06
H 1.71 3.30 -4.73 0.07
C 0.53 -4.57 -2.00 -0.16
O 0.63 -4.96 -0.64 -0.11
H 1.52 -4.63 -2.42 0.09
H -0.11 -5.20 -2.62 0.07
H 0.17 -3.54 -2.09 0.04
H -0.24 -5.05 -0.25 0.07
C -3.10 3.56 1.15 -0.17
O -2.42 4.25 0.12 -0.13
H -4.01 4.07 1.46 0.08
H -3.31 2.52 0.85 0.07
H -2.44 3.51 2.01 0.07
H -2.75 3.95 -0.74 0.02
C -1.77 0.31 -5.22 -0.14
O -1.66 -0.54 -6.37 -0.13
H -2.34 -0.21 -4.45 0.07
H -0.76 0.59 -4.89 0.05
H -2.33 1.19 -5.54 0.07
H -1.84 -1.45 -6.08 0.02
C -0.52 -2.75 2.06 -0.11
O 0.83 -2.37 2.28 -0.18
H -1.22 -1.94 2.27 0.06
H -0.63 -3.03 1.01 0.06
H -0.73 -3.62 2.68 0.09
H 0.95 -2.07 3.19 0.05
C -3.35 2.65 -2.97 -0.14
O -4.06 3.48 -2.07 -0.12
H -2.44 2.29 -2.49 0.05
H -3.90 1.74 -3.25 0.08
H -3.17 3.16 -3.92 0.09
H -4.60 4.09 -2.56 0.09
C 4.27 1.32 1.87 -0.13
O 3.18 0.61 1.28 -0.18
H 4.89 1.79 1.10 0.08
H 3.96 2.09 2.58 0.09
H 4.91 0.63 2.40 0.07
H 2.74 1.32 0.78 0.05


45
Properties=species:S:1:pos:R:3:nbo_charge:R:1 method="wB97M-V/def2-TZVPD" total_charge=-2 homo_ev="-1.481 / -2.278" homo_lumo_gap_ev="5.40 / 6.20" s_squared=2.02 largest_force_ev_per_a=2.094 e_tot_ha=-3526.24757 multiplicity=3 e_above_lowest_ev=1.752
W 0.52 -2.02 -0.33 1.75
C 3.49 0.29 2.34 -0.65
C 2.12 0.89 2.35 0.18
N 1.93 2.06 2.97 -0.44
C 0.70 2.58 2.98 0.01
C -0.40 2.00 2.36 -0.10
C -1.74 2.67 2.44 -0.07
O -2.65 1.87 3.20 -0.72
C -0.21 0.78 1.70 -0.04
C -1.22 -0.01 0.94 0.20
N -0.74 -0.29 -0.38 -0.68
C -1.41 0.23 -1.46 0.34
C -2.01 1.50 -1.37 -0.30
C -2.61 2.11 -2.46 -0.19
C -2.64 1.48 -3.70 -0.30
C -2.07 0.23 -3.80 -0.13
C -1.47 -0.41 -2.72 -0.27
I 1.96 -0.71 -4.60 0.05
C 1.06 0.22 1.71 0.31
O 1.30 -0.95 1.13 -0.72
H 4.14 0.85 2.99 0.21
H 3.89 0.30 1.32 0.22
H 3.46 -0.76 2.64 0.25
H 0.58 3.52 3.50 0.16
H -2.14 2.84 1.43 0.16
H -1.61 3.65 2.91 0.16
H -3.54 2.18 3.01 0.46
H -2.22 0.43 0.95 0.18
H -1.94 2.05 -0.44 0.19
H -3.05 3.10 -2.34 0.19
H -3.10 1.96 -4.56 0.19
H -2.08 -0.33 -4.73 0.23
O -1.14 -2.41 -3.98 -0.63
C -1.09 -1.85 -2.91 0.79
O -0.87 -2.48 -1.77 -0.74
C 1.70 -1.44 -2.64 0.66
O 1.73 -2.65 -2.41 -0.62
O 1.53 -0.59 -1.72 -0.69
S 3.78 -3.85 2.18 -0.71
Sb 3.50 -3.02 0.06 1.06
S 1.02 -4.23 2.04 -0.17
S 0.83 -4.41 0.01 -0.18
S 5.11 -3.74 -1.35 -0.83
O -1.33 -1.27 1.68 -0.29
O -1.10 -2.36 0.80 -0.48


13
Properties=species:S:1:pos:R:3:nbo_charge:R:1 method="wB97M-V/def2-TZVPD" homo_ev=-9.883 homo_lumo_gap_ev=10.67 largest_force_ev_per_a=0.610 e_tot_ha=-323.62666 e_above_lowest_ev=4.199
C -0.76 0.37 -1.97 -0.43
N 0.08 0.21 -0.82 -0.50
C -0.39 0.09 0.33 0.48
O -1.48 -0.06 1.06 -0.51
C 0.06 -0.15 1.67 0.33
O 0.53 -1.33 2.08 -0.64
H -0.52 -0.41 -2.69 0.20
H -1.83 0.34 -1.74 0.19
H -0.51 1.33 -2.44 0.21
H 1.81 0.44 0.08 0.05
H 0.22 0.64 2.39 0.20
H 2.13 0.44 0.75 -0.07
H 0.66 -1.91 1.32 0.49


17
Properties=species:S:1:pos:R:3:nbo_charge:R:1 method="wB97M-V/def2-TZVPD" homo_ev=-8.694 homo_lumo_gap_ev=9.33 largest_force_ev_per_a=2.863 e_tot_ha=-401.05365 e_above_lowest_ev=3.350
C -0.67 -1.40 -0.61 0.26
C 1.34 1.04 -0.02 -0.66
C -0.81 -0.38 0.54 0.50
C -0.11 0.96 0.40 -0.09
N 0.13 -1.34 -1.67 -0.75
C -0.80 2.04 0.75 -0.34
O 0.39 -1.60 0.94 -0.81
O -1.91 -0.46 1.13 -0.71
H -0.11 -2.01 1.66 0.49
H -1.57 -2.01 -0.72 0.22
H 0.11 -2.10 -2.33 0.40
H 1.06 -0.94 -1.53 0.41
H 1.90 0.19 0.37 0.23
H 1.43 1.06 -1.11 0.20
H 1.79 1.96 0.33 0.23
H -0.35 3.03 0.78 0.19
H -1.82 1.94 1.10 0.23